<one>
ORCA calculation (ωB97M-V/def2-TZVPD) on C5H3NO as an isolated structure.

```
10
Properties=species:S:1:pos:R:3:mulliken_charge:R:1
N -0.6453 -2.2729 2.1943 -0.39
C -0.1885 -1.9211 1.1882 0.34
C 0.1936 -0.1285 0.2932 0.42
C 0.5776 -1.3645 0.1087 -0.47
O 0.3774 0.7728 -2.0470 -0.48
C -0.2078 1.4541 -1.2319 0.07
C -0.3719 1.0407 0.1830 -0.51
H 1.5553 -1.7179 -0.2054 0.29
H -0.5411 2.4732 -1.4659 0.34
H -0.7494 1.6640 0.9829 0.39
```

## Properties
**E_LUMO**: -0.87 eV
**HOMO**: -0.3564 Ha
**Frontier orbital gap**: 8.8 eV



<two>
ORCA calculation (ωB97M-V/def2-TZVPD) on one molecule with the formula C5H3NO.

```
10
Properties=species:S:1:pos:R:3:mulliken_charge:R:1
N -2.0405 2.1762 0.8647 -0.42
C -1.4262 1.2355 0.5907 0.14
C -0.5383 0.2168 0.1782 0.41
C -0.0470 -0.7382 1.0047 -0.20
O 1.0162 -1.3263 0.4532 -0.34
C 1.1846 -0.6616 -0.9028 -0.39
C 0.2520 0.3136 -1.0341 -0.37
H -0.4887 -0.9765 1.9785 0.39
H 1.9547 -1.1843 -1.4646 0.39
H 0.0354 1.1181 -1.7591 0.39
```

## Properties
**E_LUMO**: 0.78 eV
**HOMO**: -0.3515 Ha
**Frontier orbital gap**: 10.3 eV
**SMILES**: N#Cc1ccoc1



What should be chosen as the most stable of them? Choose <two>.



<one>
ORCA calculation (ωB97M-V/def2-TZVPD) on a 2-piece molecular cluster, C5H3NO overall.

```
10
Properties=species:S:1:pos:R:3:mulliken_charge:R:1
C -1.6582 0.9543 0.0166 0.91
C 1.7626 -0.0372 0.0423 -0.39
C -1.2041 -0.2376 0.0201 -0.97
C -0.9851 -1.4849 0.0100 0.72
C 2.7218 -0.7385 -0.0819 -0.26
N -1.8068 2.1429 -0.0772 -0.49
O -0.7906 -2.6304 0.0128 -0.42
H 0.9548 0.6227 0.1429 0.24
H -2.5516 2.7779 0.1013 0.28
H 3.5571 -1.3692 -0.1869 0.40
```

## Properties
**E_LUMO**: 0.09 eV
**HOMO**: -0.3500 Ha
**Frontier orbital gap**: 9.6 eV
**SMILES**: N=C=C=C=O.C#C



<two>
ORCA calculation (ωB97M-V/def2-TZVPD) on one molecule with the formula C5H3NO.

```
10
Properties=species:S:1:pos:R:3:mulliken_charge:R:1
N 0.6103 2.4368 2.1429 -0.37
C 0.2893 1.5340 1.5001 0.12
C -0.0578 0.3931 0.6798 0.57
C -0.9715 -0.5206 1.1122 -0.44
O -0.3692 -1.9354 -0.8948 -0.54
C 0.1647 -0.9295 -1.3531 0.17
C 0.2204 0.3406 -0.6928 -0.56
H -1.0290 -1.5973 1.0561 0.35
H 0.6980 -0.9727 -2.3187 0.34
H 0.4407 1.2449 -1.2437 0.37
```

## Properties
**E_LUMO (spin up / spin down)**: -2.10 / -1.28 eV
**HOMO (spin up / spin down)**: -0.3487 / -0.3438 Ha
**Frontier orbital gap (spin up / spin down)**: 7.4 / 8.1 eV



What should be chosen as the most stable of them? Choose <one>.



<one>
ORCA calculation (ωB97M-V/def2-TZVPD) on C5H3NO as an isolated structure.

```
10
Properties=species:S:1:pos:R:3:mulliken_charge:R:1
C 2.6399 0.8719 0.3300 -0.80
C 1.4703 0.4136 0.1395 0.02
C 0.0714 0.0913 0.0692 0.66
C -0.9971 0.9292 0.0000 -0.20
O -2.1247 0.2236 -0.0708 -0.17
N -1.8308 -1.1218 -0.0623 -0.37
C -0.5337 -1.1984 0.0285 -0.30
H 2.2615 -0.1503 -0.5388 0.27
H -1.0948 2.0055 -0.0031 0.46
H -0.0473 -2.1652 0.0602 0.44
```

## Properties
**E_LUMO**: 0.53 eV
**HOMO**: -0.3719 Ha
**Frontier orbital gap**: 10.7 eV



<two>
ORCA calculation (ωB97M-V/def2-TZVPD) on one molecule with the formula C5H3NO.

```
10
Properties=species:S:1:pos:R:3:mulliken_charge:R:1
N -1.8910 2.2052 -1.3431 -0.46
C -1.2535 1.3967 -0.8134 0.10
C -0.4398 0.4072 -0.1856 0.52
C -0.7626 -0.3525 0.8974 -0.37
O 0.2524 -1.1816 1.2010 -0.31
C 1.2476 -0.9514 0.2994 -0.37
C 0.8860 0.0129 -0.5738 -0.41
H -1.6457 -0.3942 1.5187 0.44
H 2.1390 -1.5539 0.3907 0.40
H 1.4677 0.4115 -1.3913 0.44
```

## Properties
**E_LUMO**: 0.78 eV
**HOMO**: -0.3556 Ha
**Frontier orbital gap**: 10.5 eV
**SMILES**: N#Cc1ccoc1



<three>
ORCA calculation (ωB97M-V/def2-TZVPD) on one molecule with the formula C5H3NO.

```
10
Properties=species:S:1:pos:R:3:mulliken_charge:R:1
O -1.5075 -0.2514 1.4018 -0.44
C -1.1210 0.0745 0.3124 0.46
C -0.0458 -0.6697 -0.4670 -0.49
C 1.2574 -0.4102 0.1401 -0.54
C 2.3071 -0.1581 0.6692 0.19
C -1.6802 1.2671 -0.3528 0.14
N -2.1066 2.1790 -0.9221 -0.30
H -0.0447 -0.3610 -1.5159 0.32
H -0.2873 -1.7376 -0.4258 0.26
H 3.2286 0.0675 1.1601 0.40
```

## Properties
**E_LUMO**: -0.68 eV
**HOMO**: -0.3944 Ha
**Frontier orbital gap**: 10.1 eV
**SMILES**: C#CCC(=O)C#N



What should be chosen as the most stable of them? Choose <two>.